Record 1
The following is a DFT calculation (ωB97M-V with the def2-TZVPD basis set) of a 2-piece molecular cluster, C3H5I overall at a distorted geometry.

Atoms and positions in Å:
C -0.3814 -0.4923 0.0088
C 1.6616 -0.2621 0.6195
C -1.0245 0.6487 -0.5874
I 2.4440 -1.8000 1.6920
H -0.5734 -1.4801 -0.5800
H 1.3984 0.7943 1.0101
H -2.0612 0.6615 -0.3946
H -0.6017 1.4733 -0.1267
H -0.8617 0.4567 -1.6417

Its largest force on an atom is 0.1026 hartree/bohr. Its HOMO energy (spin up / spin down) is -7.7 / -8.9 eV. The net charge is 0. The multiplicity is 3. Its expectation value of S² is 2.01. For the HOMO-LUMO gap (spin up / spin down), the calculation gives 0.3008 / 0.2848 Ha.

Mulliken atomic charge list, values in e, 4 entries: -0.334, -0.408, -0.725, 0.130


Record 2
The following is a DFT calculation (ωB97M-V with the def2-TZVPD basis set) of an isolated ion of composition C4H10NO2 and charge +1 at a distorted geometry.

Atoms and positions in Å:
N 0.7371 0.8968 -0.9681
C 0.5554 -0.2927 -0.1013
C 0.2940 0.1985 1.3504
O 1.3961 1.0842 1.4974
C -0.3912 -1.2790 -0.7388
C -1.8128 -0.7691 -0.5016
O -2.0666 0.3941 -0.7242
H 0.6380 0.6929 -1.9616
H -0.0753 1.5334 -0.8239
H 1.4555 1.6055 -0.7267
H 1.5468 -0.8147 0.0908
H -0.6693 0.7667 1.4365
H 0.2502 -0.5653 2.1182
H 1.2564 1.6878 2.2382
H -0.2466 -2.2821 -0.3083
H -0.2333 -1.4924 -1.8131
H -2.6344 -1.3646 -0.0639

Its largest force on an atom is 0.0605 hartree/bohr. Its HOMO energy is -14.4 eV. The net charge is +1. The structure (SMILES) is [NH3+][C@@H](CO)CC=O. For the HOMO-LUMO gap, the calculation gives 0.4065 Ha.

Mulliken atomic charge list, values in e, 4 entries: -0.271, -0.057, -0.720, -0.526


Record 3
The following is a DFT calculation (ωB97M-V with the def2-TZVPD basis set) of one molecule with the formula C7H14S at a distorted geometry.

Atoms and positions in Å:
C 1.6481 -1.4577 -0.1155
C 0.6865 -0.8212 0.5606
C 0.0623 -1.4096 1.7878
C 0.0763 0.7080 0.0078
C 0.7055 1.3461 -1.1810
C 0.1010 1.6274 1.2565
S -1.7736 0.6527 -0.3525
C -2.0455 -0.5349 -1.7420
H 2.1249 -1.1690 -1.0198
H 2.0175 -2.3721 0.3494
H 0.2291 -2.4790 1.8729
H -0.9662 -1.1211 1.7560
H 0.5553 -1.0932 2.7277
H 0.1355 2.2417 -1.2551
H 0.6403 0.6543 -2.0565
H 1.8037 1.6337 -0.9835
H 1.0710 1.9864 1.1899
H -0.4868 2.5281 1.1232
H -0.2560 1.0880 2.1004
H -2.2587 0.0368 -2.7303
H -2.9410 -1.0663 -1.4917
H -1.1291 -0.9789 -1.8045

Its largest force on an atom is 0.0861 hartree/bohr. Its HOMO energy is -8.4 eV. The net charge is 0. The structure (SMILES) is C=C(C)C(C)(C)SC. For the HOMO-LUMO gap, the calculation gives 0.3419 Ha.

Mulliken atomic charge list, values in e, 4 entries: -1.161, 0.934, -1.572, 0.931


Record 4
The following is a DFT calculation (ωB97M-V with the def2-TZVPD basis set) of one molecule with the formula C7H10F2 at a distorted geometry.

Atoms and positions in Å:
C -1.0875 -1.2664 -1.9792
C -0.8652 -0.4964 -0.8561
C 1.7015 -0.9012 -0.2475
C 0.2482 -0.2771 -0.0619
C 2.8222 -0.5565 -1.3579
C -1.0067 1.2695 1.6308
C 0.1821 0.9783 0.7899
F 2.5975 -1.1311 -2.6155
F 2.9968 0.7142 -1.6744
H -2.1090 -1.3618 -2.3833
H -0.3417 -1.4640 -2.6553
H -1.7131 0.0680 -0.5121
H 2.2634 -0.7457 0.6890
H 1.4863 -1.8881 -0.3964
H -1.9941 0.9798 1.1758
H -1.2036 2.3096 1.8759
H -0.9738 0.8319 2.6697
H 1.1508 1.1548 1.4293
H 0.3374 1.9572 0.1324

Its largest force on an atom is 0.0830 hartree/bohr. Its HOMO energy (spin up / spin down) is -7.9 / -9.2 eV. The net charge is 0. For the HOMO-LUMO gap (spin up / spin down), the calculation gives 0.2759 / 0.3134 Ha.

Mulliken atomic charge list, values in e, 4 entries: -1.008, -0.162, -1.008, 0.806


Record 5
The following is a DFT calculation (ωB97M-V with the def2-TZVPD basis set) of a 2-piece molecular cluster, C8H15O2 overall at a distorted geometry.

Atoms and positions in Å:
C -1.2361 -1.2975 -1.5859
C 1.0407 -1.4257 1.2273
C 1.2442 -0.2256 1.8576
C -0.7097 0.8308 -0.4565
C -2.4606 -1.9997 -1.8381
C 2.4433 0.6837 1.6816
C 0.4535 1.2401 -1.3775
C -0.8856 1.7050 0.7895
O -0.1129 -1.4860 -1.9760
O -1.4790 -0.1120 -0.7549
H 1.7930 -1.9363 0.6617
H 0.0850 -1.9269 1.4478
H 0.5362 0.1550 2.5438
H -2.3608 -2.4320 -2.8883
H -3.2080 -1.1843 -1.6488
H -2.6156 -2.9169 -1.2319
H 2.0845 1.2287 0.8650
H 3.4180 0.2657 1.3242
H 2.5679 1.0615 2.6993
H 0.1277 0.9370 -2.3611
H 1.3310 0.6453 -0.9813
H 0.6380 2.3361 -1.2696
H -1.6590 1.4163 1.5246
H -1.0385 2.6976 0.3610
H 0.0030 1.7400 1.3864

Its largest force on an atom is 0.0956 hartree/bohr. Its HOMO energy is -13.1 eV. The net charge is +1. For the HOMO-LUMO gap, the calculation gives 0.2912 Ha.

Mulliken atomic charge list, values in e, 4 entries: 0.731, -0.905, -0.227, 1.089


Record 6
The following is a DFT calculation (ωB97M-V with the def2-TZVPD basis set) of a 3-piece molecular cluster, C2H11NO2S2 overall at a distorted geometry.

Atoms and positions in Å:
N -1.2270 -0.0857 -0.8286
C -1.7281 -0.3803 0.5941
C -0.6104 -0.6511 1.6616
S -0.3390 0.7492 2.7198
S 1.6705 1.4947 2.9202
H -1.1744 -0.9998 -1.2499
H -1.9231 0.3966 -1.2619
H -2.4580 0.4798 1.0070
H -2.2909 -1.3002 0.5277
H -0.9145 -1.5535 2.1936
H 0.2357 -1.0832 1.0983
H 2.1852 0.5140 2.2419
H 1.9716 2.5914 -1.5639
H 0.5350 2.0381 -1.7183
O 1.3663 2.1660 -2.1326
H 1.0959 -1.1344 -2.6320
H 2.2387 -1.5161 -1.5567
O 1.3667 -1.7253 -2.0203

Its largest force on an atom is 0.1219 hartree/bohr. Its HOMO energy (spin up / spin down) is 0.0 / -2.8 eV. The net charge is -1. The multiplicity is 2. Its expectation value of S² is 0.75. For the HOMO-LUMO gap (spin up / spin down), the calculation gives 0.1234 / 0.2240 Ha.

Mulliken atomic charge list, values in e, 4 entries: -0.451, -0.452, -0.567, -0.285


Record 7
The following is a DFT calculation (ωB97M-V with the def2-TZVPD basis set) of a 2-piece molecular cluster, C4H8NO4S2 overall at a distorted geometry.

Atoms and positions in Å:
C -0.9129 2.1733 1.4029
C 2.6357 0.1370 -1.4643
C -1.1174 -1.5370 -0.3061
C 2.2035 -0.0152 -0.0321
N -1.4575 1.4946 0.3674
O 1.0004 0.2772 0.2329
O -0.6203 1.5019 2.4272
O -2.5467 -0.4612 1.6342
O -3.1277 -0.0606 -0.7196
S 3.3491 -0.5543 1.0854
S -2.0902 -0.1472 0.3023
H 2.1425 0.8901 -1.9858
H 3.6897 0.2274 -1.7492
H 2.3794 -0.8046 -1.8384
H -0.0300 -1.3428 -0.4460
H -1.1882 -2.3299 0.4745
H -1.6412 -1.9110 -1.2768
H -1.7240 1.9055 -0.5374
H -0.9444 0.5570 2.4288

Its largest force on an atom is 0.0558 hartree/bohr. Its HOMO energy is -3.7 eV. The net charge is -1. For the HOMO-LUMO gap, the calculation gives 0.2501 Ha.

Mulliken atomic charge list, values in e, 4 entries: -0.238, -1.022, -0.643, 0.199


Record 8
The following is a DFT calculation (ωB97M-V with the def2-TZVPD basis set) of C11H21Cl2CrNO9 as an isolated structure at a distorted geometry.

Atoms and positions in Å:
Cr -21.6609 -8.3386 -16.5810
Cl -21.2137 -9.4088 -14.2313
Cl -19.5526 -7.1489 -16.7889
C -24.6764 -11.7990 -16.7336
C -24.1309 -10.3753 -16.6515
N -23.7587 -9.3251 -16.6210
H -25.7663 -11.8140 -16.7349
H -24.3655 -12.3049 -15.8196
H -24.1875 -12.3060 -17.5655
C -21.9305 -4.8772 -18.7403
O -22.5759 -5.6802 -19.6791
C -22.7334 -7.0342 -19.4339
O -22.2878 -7.5972 -18.4627
O -23.3331 -7.5358 -20.5144
C -23.6826 -6.7902 -21.6411
H -20.9556 -5.3151 -18.5259
H -22.3608 -4.9050 -17.7392
H -21.9343 -3.8292 -19.0399
H -24.2674 -7.3074 -22.4017
H -22.8183 -6.3280 -22.1181
H -24.4696 -6.0565 -21.4664
C -18.3300 -10.7445 -17.2766
O -19.0480 -11.0543 -18.4769
C -20.3092 -10.6239 -18.6571
O -21.0285 -10.0866 -17.7979
O -20.5644 -10.9133 -19.9643
C -21.8678 -10.7141 -20.5427
H -18.3572 -9.6563 -17.3330
H -17.3385 -11.1950 -17.3216
H -18.8953 -11.0459 -16.3947
H -22.6215 -11.4453 -20.2506
H -21.7901 -10.6635 -21.6288
H -22.2785 -9.8303 -20.0544
C -25.8206 -4.6410 -16.0993
O -24.9952 -5.8212 -16.3087
C -23.6569 -5.7596 -15.7940
O -22.8336 -6.6436 -15.9299
O -23.3984 -4.6094 -15.1142
C -22.0649 -4.2397 -14.8883
H -25.9304 -4.3329 -15.0595
H -26.7680 -4.9802 -16.5182
H -25.4521 -3.8084 -16.6986
H -21.6286 -3.7088 -15.7345
H -21.3619 -5.0567 -14.7258
H -22.0766 -3.5225 -14.0676

Its largest force on an atom is 0.1222 hartree/bohr. Its HOMO energy (spin up / spin down) is -7.2 / -7.9 eV. The net charge is 0. The multiplicity is 5. Its expectation value of S² is 6.01. For the HOMO-LUMO gap (spin up / spin down), the calculation gives 0.2741 / 0.2985 Ha.

Mulliken atomic charge list, values in e, 4 entries: 0.348, -0.611, -0.614, -0.906


Relative energy (zero: lowest compared OMol25 entry of this formula, charge and spin) list, top to bottom, in kcal per mole: 52.6, 42.7, 44.0, 105.4, 33.1, 48.0, 41.8, 53.9
Energy list, top to bottom, in eV: -11285.5938, -9887.7376, -18319.4217, -12851.2085, -12624.7607, -29506.2282, -35627.1238, -85132.1796